Entry from the OMol25 dataset: an isolated molecule of C4H7N3 in a non-equilibrium geometry (ωB97M-V/def2-TZVPD).

Multiplicity = 1
Energy relative to the best compared isomer or geometry (same formula, charge and spin) = 4.339 eV
HOMO = -6.94 eV
HOMO-LUMO gap = 6.304 eV

Element x y z (Å)
C 0.2299 -1.5934 0.2629
C 0.8461 0.3192 1.5276
N -0.0713 -0.1374 0.4218
C -0.0802 0.5875 -0.9081
N 0.9486 1.2048 -1.2829
C -1.3365 0.5418 -1.6403
N -2.3424 0.4840 -2.2137
H -0.4063 -2.0550 -0.4935
H 0.0929 -2.0357 1.2500
H 1.2857 -1.6808 0.0027
H 1.8205 0.3873 1.0273
H 0.5185 1.3255 1.8014
H -1.0298 -0.0670 0.7690
H 0.8101 1.6575 -2.1877

These are the Löwdin partial charges, in e, on atoms 1 to 2:
1. C -0.05
2. C -0.14

Entry from the OMol25 dataset: an isolated molecule of C4H7N3 in a non-equilibrium geometry (ωB97M-V/def2-TZVPD).

SMILES = [H]/N=C1\NNCC1=C
Multiplicity = 1
Energy relative to the best compared isomer or geometry (same formula, charge and spin) = 4.574 eV
HOMO = -8.40 eV
HOMO-LUMO gap = 8.750 eV

Element x y z (Å)
H -1.5663 2.2602 -0.2633
N -0.5890 2.0505 0.0688
C -0.3648 0.7551 -0.0803
N -1.4100 -0.0596 -0.2470
N -1.0059 -1.3383 0.2108
C 0.3472 -1.5009 -0.2003
C 1.0055 -0.0317 0.1751
C 2.2899 0.3673 0.0422
H -2.3397 0.0820 0.4532
H -1.0576 -1.5207 1.3145
H 0.8020 -2.5216 -0.0719
H 0.0861 -1.5399 -1.3088
H 2.4878 1.5048 -0.1304
H 2.9552 -0.3714 0.1584

These are the Löwdin partial charges, in e, on atoms 1 to 2:
1. H 0.05
2. N 0.09

Entry from the OMol25 dataset: an isolated molecule of C4H7N3O in a non-equilibrium geometry (ωB97M-V/def2-TZVPD).

SMILES = C=NOC1=NCCN1
Multiplicity = 1
Energy relative to the best compared isomer or geometry (same formula, charge and spin) = 5.073 eV
HOMO = -8.91 eV
HOMO-LUMO gap = 9.824 eV

Element x y z (Å)
C 0.3279 1.2315 -3.1574
N -0.1188 0.6610 -2.1547
O 0.4928 1.1656 -0.9025
C 0.1199 0.2322 -0.0565
N -0.9152 -0.4796 -0.1678
C -1.0828 -1.2357 1.2313
C 0.1687 -0.7230 2.1422
N 0.9504 0.0839 1.0623
H -0.0262 0.8989 -4.2856
H 1.1302 2.1610 -3.1405
H -2.0317 -1.2432 1.5589
H -0.8208 -2.2898 1.0233
H -0.0156 -0.0049 2.9400
H 0.7694 -1.6526 2.5236
H 1.0518 1.1947 1.3834

These are the Löwdin partial charges, in e, on atoms 1 to 2:
1. C -0.06
2. N 0.01

Entry from the OMol25 dataset: an isolated molecule of C4H7N3O in a non-equilibrium geometry (ωB97M-V/def2-TZVPD).

SMILES = C/N=N/C1=CNOC1
Multiplicity = 1
Energy relative to the best compared isomer or geometry (same formula, charge and spin) = 5.152 eV
HOMO = -8.22 eV
HOMO-LUMO gap = 8.376 eV

Element x y z (Å)
C 2.9775 0.0291 0.0360
N 1.4856 -0.3413 -0.2848
N 0.7844 0.6843 -0.0172
C -0.5863 0.3329 -0.1205
C -1.6590 1.1904 -0.1031
N -2.8565 0.4227 0.1032
O -2.4454 -0.9180 -0.0775
C -1.0510 -1.0654 0.0396
H 3.5535 -0.6303 -0.6908
H 3.1581 1.0872 0.0281
H 3.2414 -0.4797 1.0943
H -1.6917 2.2577 0.1812
H -3.4978 0.6370 -0.6137
H -0.6809 -1.8628 -0.6526
H -0.7316 -1.3436 1.0778

These are the Löwdin partial charges, in e, on atoms 1 to 2:
1. C -0.10
2. N -0.03